[1]
A cluster of 2 separate species, C5H7N in total. Source: the Open Molecules 2025 dataset; level of theory: the ωB97M-V functional and the def2-TZVPD basis.

relative energy (zero: lowest compared OMol25 entry of this formula, charge and spin)	3.672	eV
HOMO-LUMO gap	0.36034	Eh
SMILES	CC=C=N.C#C
multiplicity	1
net charge	0
lowest unoccupied orbital energy	0.037	Ha

Geometry as XYZ:
```
13
Properties=species:S:1:pos:R:3:forces:R:3
C 2.30976 0.52922 -0.19082 0.167 0.044 -0.046
C 0.87668 0.34781 0.25997 -0.125 -0.262 -0.011
C 0.30438 -0.80127 0.00886 0.012 -0.299 -0.054
N -0.14753 -1.89272 -0.34490 0.228 0.479 0.184
H 2.99128 -0.01815 0.47022 -0.016 0.167 -0.096
H 2.45022 0.14404 -1.20579 0.015 0.096 0.147
H 2.60023 1.58108 -0.18003 -0.066 -0.093 -0.023
H 0.36018 1.10026 0.84800 0.043 -0.188 -0.102
H 0.09217 -2.64098 0.30623 -0.141 -0.016 0.015
C -3.09996 0.99210 0.08879 0.073 -0.524 -0.060
C -2.83786 -0.17253 -0.05963 -0.125 0.551 0.036
H -3.34394 2.02414 0.21087 0.035 -0.166 -0.004
H -2.55561 -1.19301 -0.21176 -0.099 0.212 0.014
```
Forces are in eV/Å.

These are the natural (NBO) partial charges, in e, on atoms 1 to 6: number 1, C, carries -0.612; number 2, C, carries -0.420; number 3, C, carries 0.432; number 4, N, carries -0.662; number 5, H, carries 0.211; number 6, H, carries 0.219



[2]
The molecule C5H7N in a non-equilibrium geometry. Source: the Open Molecules 2025 dataset; level of theory: the ωB97M-V functional and the def2-TZVPD basis.

relative energy (zero: lowest compared OMol25 entry of this formula, charge and spin)	7.381	eV
HOMO-LUMO gap	0.26313	Eh
multiplicity	1
net charge	0
lowest unoccupied orbital energy	-0.031	Ha

Geometry as XYZ:
```
13
Properties=species:S:1:pos:R:3:forces:R:3
C 0.36401 1.00465 -0.42168 3.780 0.298 -2.373
C 0.05162 -0.32605 -1.20076 2.879 1.477 1.134
N -1.97223 0.15461 -0.14477 1.783 -0.474 2.230
C -0.71144 -0.29091 0.09171 -2.938 -1.661 -1.907
C 1.55820 0.42213 -0.73242 -5.722 0.695 -0.706
C 0.11093 -0.93811 1.24790 1.035 2.053 -0.063
H -0.34503 1.81448 -0.38935 0.771 0.723 0.244
H -0.21387 -0.08881 -2.24974 -0.691 -0.500 0.987
H -2.50395 0.39791 0.71064 0.369 -0.956 -0.410
H 2.30897 0.81184 -1.39397 0.717 -0.183 0.458
H -0.36105 -1.31907 2.14521 -0.430 -0.393 -0.423
H 0.91369 -1.50687 0.76666 -0.761 -0.899 0.175
H 0.80015 -0.13581 1.57058 -0.792 -0.179 0.654
```
Forces are in eV/Å.

These are the natural (NBO) partial charges, in e, on atoms 1 to 6: number 1, C, carries -0.154; number 2, C, carries -0.214; number 3, N, carries -0.770; number 4, C, carries 0.207; number 5, C, carries -0.201; number 6, C, carries -0.664



[3]
The molecule C5H7N in a non-equilibrium geometry. Source: the Open Molecules 2025 dataset; level of theory: the ωB97M-V functional and the def2-TZVPD basis.

relative energy (zero: lowest compared OMol25 entry of this formula, charge and spin)	2.108	eV
HOMO-LUMO gap	0.30433	Eh
SMILES	C=C1C=CNC1
multiplicity	1
net charge	0
lowest unoccupied orbital energy	0.036	Ha

Geometry as XYZ:
```
13
Properties=species:S:1:pos:R:3:forces:R:3
C -1.74722 -0.41216 -0.80747 -0.621 -0.926 0.169
C -0.48460 -0.28287 -0.38148 -0.204 -0.033 -0.478
C 0.58741 -1.19504 -0.04499 0.543 0.021 -0.323
C 1.48857 -0.48598 0.67656 -0.204 -0.118 -0.130
N 1.12340 0.84122 0.85081 -0.442 0.256 0.616
C -0.05146 1.07967 0.02516 -1.422 0.561 -0.270
H -2.16046 -1.22983 -1.35785 0.275 -0.927 0.012
H -2.55487 0.15920 -0.38182 0.167 1.097 -0.402
H 0.57391 -2.26799 -0.17869 0.102 0.161 -0.025
H 2.37848 -0.85852 1.17634 -0.166 0.085 -0.114
H 1.82840 1.55377 0.96211 -0.162 -0.144 -0.057
H -1.10011 1.47800 0.29503 1.872 0.407 1.184
H 0.18629 1.73570 -0.82048 0.264 -0.438 -0.182
```
Forces are in eV/Å.

These are the natural (NBO) partial charges, in e, on atoms 1 to 6: number 1, C, carries -0.480; number 2, C, carries 0.006; number 3, C, carries -0.348; number 4, C, carries 0.047; number 5, N, carries -0.599; number 6, C, carries -0.271



[4]
A structure of composition C5H7N in a non-equilibrium geometry. Source: the Open Molecules 2025 dataset; level of theory: the ωB97M-V functional and the def2-TZVPD basis.

relative energy (zero: lowest compared OMol25 entry of this formula, charge and spin)	6.426	eV
HOMO-LUMO gap (alpha / beta)	0.33261 / 0.29451	Eh
multiplicity	1
net charge	0
lowest unoccupied orbital energy (alpha / beta)	0.010 / 0.004	Ha

Geometry as XYZ:
```
13
Properties=species:S:1:pos:R:3:forces:R:3
C -0.80955 1.15007 0.04835 -0.093 -0.161 0.291
C -0.80551 -0.39793 -0.08874 -0.506 -0.381 -0.438
C -0.24594 0.51295 -1.14306 -0.468 0.146 -0.545
N 1.13986 0.09645 -0.88860 -0.240 0.089 -0.778
C 1.13553 -0.49598 1.09063 0.531 -0.343 1.367
C 0.61298 -1.02896 -0.13798 -0.291 0.215 0.851
H -0.15159 1.73302 0.69136 -0.148 -0.298 -0.032
H -1.81598 1.54569 -0.06530 0.073 -0.124 0.058
H -1.72120 -0.95384 0.03391 -0.173 0.055 -0.393
H -0.65369 0.54922 -2.14656 0.353 0.402 -0.071
H 0.47242 -0.57868 1.95992 0.257 0.616 -0.274
H 2.06552 0.01822 1.21619 0.615 -0.392 -0.118
H 0.68934 -2.05956 -0.50607 0.089 0.175 0.081
```
Forces are in eV/Å.

These are the natural (NBO) partial charges, in e, on atoms 1 to 6: number 1, C, carries -0.407; number 2, C, carries -0.279; number 3, C, carries -0.113; number 4, N, carries -0.307; number 5, C, carries -0.222; number 6, C, carries -0.166



[5]
The molecule C5H7N in a non-equilibrium geometry. Source: the Open Molecules 2025 dataset; level of theory: the ωB97M-V functional and the def2-TZVPD basis.

relative energy (zero: lowest compared OMol25 entry of this formula, charge and spin)	5.285	eV
HOMO-LUMO gap	0.31132	Eh
SMILES	C1[C@H]2[C@@H]1N1C[C@@H]21
multiplicity	1
net charge	0
lowest unoccupied orbital energy	0.020	Ha

Geometry as XYZ:
```
13
Properties=species:S:1:pos:R:3:forces:R:3
C 0.82887 0.26561 1.09069 0.030 -0.371 0.140
C -0.45846 0.88169 0.71090 0.136 0.055 -0.099
C 1.01762 0.50853 -0.35861 0.250 0.395 0.106
N 0.01557 0.04863 -1.30513 0.118 -0.138 -0.243
C -0.56035 -1.20426 -0.86045 -0.250 -0.315 0.296
C -1.11631 0.16463 -0.44025 -0.208 -0.325 -0.170
H 0.89018 -0.71095 1.58027 -0.040 -0.232 -0.057
H 1.45683 0.99390 1.62053 -0.112 -0.358 0.035
H -1.03885 1.52310 1.39022 0.545 0.223 -0.617
H 2.02063 0.54037 -0.80937 -0.316 1.037 0.339
H -0.02017 -1.76735 -0.10439 -0.094 0.014 -0.098
H -0.99102 -1.80352 -1.66436 -0.289 0.197 0.367
H -2.04455 0.55962 -0.85006 0.229 -0.182 -0.002
```
Forces are in eV/Å.

These are the natural (NBO) partial charges, in e, on atoms 1 to 6: number 1, C, carries -0.500; number 2, C, carries -0.160; number 3, C, carries 0.005; number 4, N, carries -0.406; number 5, C, carries -0.244; number 6, C, carries -0.129



[6]
A cluster of 2 separate species, C5H7N in total in a non-equilibrium geometry. Source: the Open Molecules 2025 dataset; level of theory: the ωB97M-V functional and the def2-TZVPD basis.

relative energy (zero: lowest compared OMol25 entry of this formula, charge and spin)	4.663	eV
HOMO-LUMO gap	0.35350	Eh
SMILES	CC=C=N.C#C
multiplicity	1
net charge	0
lowest unoccupied orbital energy	0.039	Ha

Geometry as XYZ:
```
13
Properties=species:S:1:pos:R:3:forces:R:3
C 0.05748 -1.40052 -1.58836 0.357 -0.669 -0.117
C 0.22945 -0.80766 -0.16406 -1.011 -0.042 -0.640
C -0.37246 0.32395 -0.38852 -0.269 0.896 0.153
N -0.81300 1.32364 -0.93850 0.590 0.030 -0.077
H -1.00707 -1.48464 -1.88052 0.441 -0.137 0.197
H 0.54886 -0.80625 -2.37005 0.083 -0.197 0.360
H 0.48680 -2.38670 -1.54355 0.166 -0.491 -0.445
H 0.18254 -1.41034 0.73562 0.130 0.267 -0.211
H -1.62633 1.18069 -1.52732 -0.538 0.159 0.489
C 0.93319 1.05503 2.78890 -0.337 0.350 -0.263
C 0.21038 1.69398 2.07053 0.357 -0.253 0.398
H 1.58404 0.49789 3.42572 -0.112 0.086 -0.088
H -0.41388 2.22092 1.38012 0.142 0.002 0.244
```
Forces are in eV/Å.

These are the natural (NBO) partial charges, in e, on atoms 1 to 6: number 1, C, carries -0.588; number 2, C, carries -0.461; number 3, C, carries 0.489; number 4, N, carries -0.704; number 5, H, carries 0.187; number 6, H, carries 0.220